Entry 1:
This record from the Open Molecules 2025 dataset describes an isolated molecule of C6H10O. The level of theory is ωB97M-V/def2-TZVPD.

Values from the calculation:
ΔE to the lowest compared entry with this formula, charge and spin, kcal/mol: 35.2
SMILES string: C[C@H]1C[C@H]2OC[C@@H]12
HOMO-LUMO gap, eV: 10.548
Net charge: 0
Max |F|, eV Å⁻¹: 0.4
HOMO energy, eV: -9.5
Lowest unoccupied orbital energy, eV: 1.1

Positions of all 17 atoms, in Å:
C 1.73 -0.53 -0.36
C 0.77 0.31 0.47
C 0.08 1.43 -0.35
C -1.27 0.77 -0.10
O -1.54 -0.32 -1.01
C -1.24 -1.29 0.01
C -0.63 -0.22 0.90
H 2.09 -1.45 0.12
H 2.59 0.11 -0.55
H 1.30 -0.79 -1.33
H 1.31 0.71 1.34
H 0.17 2.42 0.11
H 0.37 1.49 -1.41
H -2.16 1.38 0.09
H -0.58 -2.10 -0.33
H -2.17 -1.71 0.43
H -0.82 -0.21 1.97

---

Entry 2:
This record from the Open Molecules 2025 dataset describes an isolated molecule of C19H22N2O8S at a distorted geometry. The level of theory is ωB97M-V/def2-TZVPD.

Values from the calculation:
ΔE to the lowest compared entry with this formula, charge and spin, kcal/mol: 1.0
SMILES string: CCOC(=O)C[C@@H](NS(=O)(=O)c1ccc(OC)c(OC)c1)c1cccc([N+](=O)[O-])c1
HOMO-LUMO gap, eV: 7.851
Net charge: 0
Max |F|, eV Å⁻¹: 1.3
HOMO energy, eV: -8.5
Lowest unoccupied orbital energy, eV: -0.6

Positions of all 52 atoms, in Å:
C -6.56 -0.63 0.64
C -5.53 -0.72 1.75
O -4.51 0.27 1.60
C -3.51 0.00 0.76
O -3.39 -1.04 0.17
C -2.54 1.16 0.68
C -1.28 0.77 -0.10
N -1.63 0.55 -1.49
S -0.41 0.41 -2.64
O -0.98 -0.36 -3.70
O 0.07 1.73 -2.94
C 0.91 -0.48 -1.82
C 2.15 0.11 -1.70
C 3.13 -0.54 -0.96
C 2.88 -1.75 -0.33
O 3.80 -2.37 0.45
C 4.98 -1.68 0.80
C 1.62 -2.37 -0.50
O 1.21 -3.55 0.02
C 2.12 -4.45 0.62
C 0.65 -1.70 -1.24
C -0.23 1.86 -0.02
C -0.45 3.09 -0.64
C 0.52 4.08 -0.61
C 1.73 3.84 0.02
C 1.95 2.61 0.63
N 3.21 2.34 1.24
O 3.42 1.20 1.63
O 4.02 3.24 1.33
C 0.97 1.62 0.62
H -6.99 0.37 0.61
H -7.35 -1.35 0.82
H -6.10 -0.85 -0.32
H -5.06 -1.71 1.76
H -5.98 -0.51 2.73
H -2.29 1.49 1.69
H -3.05 1.98 0.17
H -0.87 -0.14 0.35
H -2.26 -0.23 -1.59
H 2.33 1.06 -2.17
H 4.10 -0.07 -0.87
H 5.63 -1.53 -0.07
H 5.49 -2.31 1.52
H 4.75 -0.71 1.25
H 2.96 -4.68 -0.04
H 2.50 -4.08 1.57
H 1.54 -5.36 0.79
H -0.32 -2.17 -1.36
H -1.38 3.26 -1.16
H 0.34 5.02 -1.10
H 2.51 4.59 0.04
H 1.17 0.68 1.10

---

Entry 3:
This record from the Open Molecules 2025 dataset describes a structure of composition C32H51AsI2N3O5SbSi3Ti at a distorted geometry. The level of theory is ωB97M-V/def2-TZVPD.

Values from the calculation:
ΔE to the lowest compared entry with this formula, charge and spin, kcal/mol: 61.6
HOMO-LUMO gap (spin up / spin down), eV: 4.730 / 4.732
Net charge: 0
Max |F|, eV Å⁻¹: 1.4
HOMO energy (spin up / spin down), eV: -6.6 / -6.6
Lowest unoccupied orbital energy (spin up / spin down), eV: -1.9 / -1.9

Positions of all 99 atoms, in Å:
Ti 0.81 0.12 0.33
O -1.05 0.79 3.53
C -0.41 0.94 2.55
O -0.78 0.53 1.30
C 0.93 1.78 2.45
O 1.31 2.54 3.27
O 1.51 1.62 1.21
O -1.76 -0.17 -1.06
C -2.05 -1.50 -1.42
C -0.92 -2.45 -1.12
C -1.06 -3.76 -1.55
C -0.06 -4.68 -1.29
C 1.06 -4.25 -0.60
C 1.14 -2.93 -0.22
N 0.17 -2.02 -0.46
H -1.95 -0.05 -0.12
H -2.25 -1.51 -2.49
H -2.95 -1.85 -0.91
H -1.96 -4.04 -2.09
H -0.16 -5.71 -1.61
H 1.89 -4.90 -0.34
H 2.03 -2.61 0.29
N 6.70 -1.60 -3.95
C 5.81 -1.34 -3.27
C 4.68 -0.99 -2.45
C 4.86 -0.57 -1.15
C 3.74 -0.24 -0.40
N 2.50 -0.34 -0.91
C 2.33 -0.73 -2.18
C 3.39 -1.07 -2.99
H 5.84 -0.50 -0.70
H 3.83 0.11 0.62
H 1.32 -0.78 -2.55
H 3.23 -1.37 -4.01
C -3.52 -1.70 2.39
As -1.68 -2.41 2.47
C -2.19 -4.27 2.08
C -1.53 -2.52 4.44
C -1.06 -3.87 4.92
C 0.16 -4.38 4.47
C 0.63 -5.59 4.93
C -0.11 -6.33 5.85
C -1.33 -5.84 6.28
C -1.81 -4.62 5.81
H -4.19 -2.33 2.98
H -3.88 -1.67 1.36
H -3.52 -0.69 2.80
H -2.91 -4.64 2.81
H -1.31 -4.91 2.10
H -2.63 -4.31 1.08
H -2.50 -2.26 4.87
H -0.83 -1.75 4.74
H 0.76 -3.81 3.76
H 1.59 -5.96 4.58
H 0.26 -7.28 6.22
H -1.92 -6.40 7.00
H -2.76 -4.24 6.16
C -2.31 1.45 -3.94
Si -0.64 2.27 -3.78
C 0.67 1.28 -4.68
C -0.71 3.96 -4.57
Sb 0.02 2.35 -1.30
Si -2.00 3.51 -0.21
C -3.38 2.31 0.13
C -2.59 4.81 -1.42
C -1.47 4.31 1.39
Si 1.90 4.10 -1.16
C 3.45 3.13 -1.55
C 1.66 5.44 -2.45
C 2.02 4.89 0.52
H -2.65 1.52 -4.98
H -3.06 1.92 -3.31
H -2.26 0.39 -3.67
H 0.68 1.56 -5.74
H 0.48 0.20 -4.63
H 1.67 1.46 -4.28
H -1.23 3.87 -5.53
H 0.29 4.34 -4.78
H -1.23 4.71 -3.97
H -3.69 1.76 -0.76
H -4.25 2.88 0.49
H -3.11 1.60 0.91
H -2.93 4.38 -2.36
H -1.80 5.54 -1.65
H -3.43 5.36 -0.98
H -1.26 3.58 2.17
H -2.30 4.94 1.74
H -0.59 4.94 1.28
H 3.34 2.51 -2.44
H 3.70 2.48 -0.71
H 4.29 3.81 -1.71
H 1.98 5.11 -3.44
H 2.26 6.31 -2.18
H 0.62 5.77 -2.53
H 1.81 4.21 1.34
H 1.36 5.76 0.60
H 3.05 5.24 0.65
I 1.96 -1.10 2.52
I 4.24 -3.60 1.14

---

Entry 4:
This record from the Open Molecules 2025 dataset describes the ion C7H12FN2 with charge +1 at a distorted geometry. The level of theory is ωB97M-V/def2-TZVPD.

Values from the calculation:
ΔE to the lowest compared entry with this formula, charge and spin, kcal/mol: 94.5
SMILES string: C/C(=C/C=C\C=C\[NH3+])NF
HOMO-LUMO gap, eV: 8.022
Net charge: +1
Max |F|, eV Å⁻¹: 3.8
HOMO energy, eV: -11.7
Lowest unoccupied orbital energy, eV: -3.7

Positions of all 22 atoms, in Å:
C 2.59 -1.02 -1.36
C 1.55 -0.54 -0.34
C 1.22 -1.17 0.82
C 0.44 -0.71 1.96
C -0.61 0.21 2.06
C -1.55 0.64 1.12
C -1.75 0.29 -0.17
N -2.81 0.87 -0.96
N 0.95 0.69 -0.58
F 1.26 1.40 -1.71
H 3.03 -2.03 -1.13
H 3.46 -0.38 -1.53
H 2.28 -1.10 -2.38
H 1.67 -2.15 1.11
H 0.99 -0.96 2.87
H -1.03 0.35 3.09
H -2.20 1.51 1.33
H -1.24 -0.43 -0.73
H -2.89 1.90 -1.05
H -3.79 0.55 -0.76
H -2.54 0.68 -1.94
H 0.97 1.42 0.29

---

Entry 5:
This record from the Open Molecules 2025 dataset describes a structure of composition C2H4INO2 at a distorted geometry. The level of theory is ωB97M-V/def2-TZVPD.

Values from the calculation:
ΔE to the lowest compared entry with this formula, charge and spin, kcal/mol: 90.4
HOMO-LUMO gap, eV: 9.092
Net charge: 0
Max |F|, eV Å⁻¹: 5.6
HOMO energy, eV: -10.0
Lowest unoccupied orbital energy, eV: -0.9

Positions of all 10 atoms, in Å:
C 0.32 1.16 0.07
C 0.37 -0.33 -0.11
N -0.94 -0.92 -0.07
O -1.84 -0.15 0.09
O -1.07 -2.11 -0.26
I 1.62 -1.55 1.31
H -0.67 1.48 -0.26
H 0.91 1.71 -0.57
H 0.44 1.42 1.09
H 0.87 -0.74 -1.29

---

Entry 6:
This record from the Open Molecules 2025 dataset describes a cluster of 2 separate species, C2H8OS2Si in total at a distorted geometry. The level of theory is ωB97M-V/def2-TZVPD.

Values from the calculation:
ΔE to the lowest compared entry with this formula, charge and spin, kcal/mol: 79.1
HOMO-LUMO gap, eV: 6.414
Net charge: 0
Max |F|, eV Å⁻¹: 2.2
HOMO energy, eV: -7.3
Lowest unoccupied orbital energy, eV: -0.8

Positions of all 14 atoms, in Å:
C 1.71 -0.04 -1.80
C -0.81 -0.52 1.86
O -1.51 1.48 -0.24
Si -1.17 -0.11 0.04
S -0.64 2.82 0.19
S -2.91 -1.04 -0.78
H 2.34 -0.73 -1.29
H 1.28 -0.36 -2.73
H 1.91 1.00 -1.67
H -1.14 -1.53 2.09
H 0.25 -0.46 2.08
H -1.34 0.18 2.51
H 0.58 2.33 -0.13
H -3.32 0.03 -1.44

---

Entry 7:
This record from the Open Molecules 2025 dataset describes a cluster of 2 separate species, C3H2ClNO in total at a distorted geometry. The level of theory is ωB97M-V/def2-TZVPD.

Values from the calculation:
ΔE to the lowest compared entry with this formula, charge and spin, kcal/mol: 131.1
HOMO-LUMO gap (spin up / spin down), eV: 4.623 / 4.626
Net charge: 0
Max |F|, eV Å⁻¹: 9.3
HOMO energy (spin up / spin down), eV: -8.8 / -8.8
Lowest unoccupied orbital energy (spin up / spin down), eV: -4.2 / -4.2

Positions of all 8 atoms, in Å:
C 0.21 -0.87 1.74
C 0.34 0.73 -0.43
C 0.41 -0.38 0.56
N 0.09 -1.24 2.81
O 0.05 -0.70 -0.70
Cl -1.74 0.06 -2.63
H -0.53 1.30 -0.36
H 1.18 1.09 -0.99

---

Entry 8:
This record from the Open Molecules 2025 dataset describes a structure of composition C26H38BaN6O4P at a distorted geometry. The level of theory is ωB97M-V/def2-TZVPD.

Values from the calculation:
HOMO-LUMO gap, eV: 6.216
Net charge: +3
Max |F|, eV Å⁻¹: 3.1
HOMO energy, eV: -14.8
Lowest unoccupied orbital energy, eV: -8.6

Positions of all 76 atoms, in Å:
Ba -9.32 -15.77 9.13
C -3.57 -16.83 14.66
C -4.52 -16.36 13.55
C -4.54 -15.06 13.18
C -5.47 -14.51 12.26
C -5.51 -13.12 12.19
N -6.28 -12.44 11.39
C -6.15 -10.99 11.28
C -5.30 -10.55 10.08
C -6.02 -9.57 9.18
N -7.31 -10.06 8.64
C -7.59 -11.21 8.08
C -6.74 -12.24 7.61
C -5.35 -12.10 7.38
C -4.58 -13.15 7.01
C -3.14 -13.07 6.59
C -5.22 -14.46 6.93
C -6.60 -14.62 6.93
C -7.31 -15.73 6.37
N -6.93 -16.99 6.45
C -5.70 -17.45 7.13
C -5.98 -18.80 7.85
C -7.23 -18.76 8.76
N -7.20 -17.64 9.68
C -6.45 -17.87 10.73
C -6.02 -16.87 11.72
C -5.17 -17.27 12.74
C -6.24 -15.41 11.46
O -7.10 -15.03 10.54
C -7.41 -13.50 7.36
O -8.61 -13.76 7.63
H -3.11 -16.05 15.28
H -2.82 -17.47 14.30
H -4.17 -17.40 15.38
H -3.94 -14.33 13.67
H -4.79 -12.54 12.79
H -6.88 -13.14 10.86
H -5.62 -10.69 12.18
H -7.15 -10.54 11.32
H -4.95 -11.49 9.54
H -4.40 -10.07 10.47
H -5.39 -9.18 8.41
H -6.38 -8.71 9.75
H -8.05 -9.40 8.69
H -8.63 -11.45 7.90
H -4.96 -11.08 7.41
H -2.49 -13.64 7.23
H -2.85 -12.03 6.68
H -2.92 -13.33 5.56
H -4.55 -15.22 6.61
H -8.25 -15.56 5.83
H -5.54 -16.69 7.93
H -4.86 -17.59 6.46
H -5.14 -19.17 8.39
H -5.95 -19.62 7.10
H -7.17 -19.69 9.30
H -8.11 -18.74 8.14
H -6.10 -18.89 10.88
H -5.05 -18.37 12.90
N -13.58 -16.36 6.27
C -13.10 -17.55 7.11
P -11.16 -17.46 7.06
O -10.92 -15.99 7.02
O -10.45 -18.20 8.19
C -10.72 -18.27 5.50
N -9.39 -18.84 5.50
H -13.33 -16.51 5.32
H -12.99 -15.58 6.58
H -14.54 -16.22 6.43
H -13.50 -18.46 6.68
H -13.40 -17.34 8.11
H -10.69 -17.46 4.77
H -11.59 -18.93 5.26
H -9.35 -19.49 4.76
H -9.24 -19.37 6.37
H -7.45 -17.64 5.92